No. 1
# C3H2N5O6

A molecular structure, C3H2N5O6 in a non-equilibrium geometry (ωB97M-V/def2-TZVPD, OMol25).

Its strongest force on any atom is 5.39 eV/Å. As for the multiplicity: 1. The calculation puts the electronic energy at -22871.279 eV. The total charge is -1. The LUMO energy is 3.231 eV. The calculation puts the highest occupied orbital energy at -4.85 eV. The relative energy (zero: lowest compared OMol25 entry of this formula, charge and spin) comes out at 240.37 kJ/mol.

Last column: Löwdin charge in e.
Cartesian coordinates (Å):
O: 1.0293 2.3718 -1.7215  0.012
O: -0.7892 -2.3967 2.2401  0.199
O: -0.7253 -0.4335 3.3775  0.208
O: 2.9031 2.4143 -0.6668  0.018
O: -2.7749 -1.1563 1.1583  -0.008
O: -2.8752 -1.4459 -0.9875  0.028
N: -2.4010 -0.9271 -0.0040  -0.406
N: -0.3526 0.3323 0.4021  -0.106
N: 1.9203 1.8221 -1.0973  -0.416
N: 0.7231 0.7840 0.4951  0.109
N: 0.9182 -0.2270 -1.9166  0.067
C: -0.6905 -1.4359 2.8461  -0.503
C: 1.6876 0.3129 -1.0395  -0.344
C: -1.2563 -0.1162 -0.2298  -0.021
H: 0.1933 0.2930 -2.4125  0.038
H: 2.4901 -0.1917 -0.4436  0.125

No. 2
# C2H10NO

2 unconnected molecules or ions with the total composition C2H10NO in a non-equilibrium geometry (ωB97M-V/def2-TZVPD, OMol25).

Its strongest force on any atom is 4.24 eV/Å. As for the multiplicity: 2. The calculation puts the electronic energy at -5750.375 eV. As for the expectation value of S²: 0.755. The total charge is +2. The LUMO energy (alpha / beta) is -8.429 / -16.267 eV. The calculation puts the highest occupied orbital energy (alpha / beta) at -21.19 / -20.57 eV. The relative energy (zero: lowest compared OMol25 entry of this formula, charge and spin) comes out at 172.17 kJ/mol.

Last column: Löwdin spin population.
Cartesian coordinates (Å):
O: 1.8761 -1.4530 1.2612  0.799
N: -0.4000 1.7060 0.0918  0.004
C: -0.4796 0.5342 -0.9146  0.034
C: -0.8758 -0.7437 -0.2504  0.071
H: -1.8654 -1.0825 -0.3938  0.020
H: -0.7158 2.5609 -0.5133  0.001
H: -0.3046 -1.4719 -0.9998  0.030
H: 0.5360 1.8695 0.6013  0.000
H: -0.4369 -0.9739 0.6944  0.001
H: -1.0761 1.0655 -1.7023  0.010
H: -1.1178 1.5189 0.7968  0.000
H: 1.9934 -2.3191 0.6779  0.001
H: 0.5291 0.3563 -1.4267  0.015
H: 2.3374 -1.5672 2.0773  0.014